--- A ---
Computed, not measured: C22H58O24S3 as an isolated structure, with ωB97M-V/def2-TZVPD.

## Properties
frontier orbital gap	9.18	eV

CARTESIAN COORDINATES (ANGSTROEM)
C1 -4.4503 -2.2858 1.0573
C2 -5.2411 -1.7249 2.2494
C3 -4.8149 -0.2794 2.4887
S1 -3.1212 -0.1865 1.8771
O1 -2.2331 0.0515 2.9842
O2 -3.0962 0.7367 0.7726
C4 -3.0000 -1.9083 1.3042
H1 -4.7738 -1.8876 0.0890
H2 -4.6307 -3.3575 0.9560
H3 -4.9534 -2.3844 3.0759
H4 -6.3205 -1.8384 2.1684
H5 -4.7726 -0.1037 3.5599
H6 -5.3801 0.4674 1.9414
H7 -2.6740 -2.3503 2.2534
H8 -2.2723 -1.9888 0.5059
C5 -3.1709 -1.2316 -2.7935
C6 -2.2623 -1.6599 -3.9413
O3 -2.0584 -3.0795 -3.7474
S2 -3.3844 -3.6816 -3.1594
O4 -3.0734 -4.8026 -2.3632
O5 -4.3414 -3.7755 -4.1816
O6 -3.6954 -2.4588 -2.2184
H9 -4.0026 -0.6360 -3.1571
H10 -2.6819 -0.7017 -1.9826
H11 -1.2785 -1.2071 -3.9875
H12 -2.7724 -1.5594 -4.9004
C7 -0.3187 0.2089 5.4716
C8 0.3867 1.1390 4.4864
O7 0.2679 2.4474 5.0294
S3 -0.5357 2.4520 6.3999
O8 -1.9029 2.7365 6.1555
O9 0.1739 3.2100 7.3437
O10 -0.3543 0.9194 6.7211
H13 0.1847 -0.7476 5.5523
H14 -1.3539 0.0229 5.1890
H15 -0.0873 1.0345 3.5139
H16 1.4458 0.8858 4.4245
C9 1.3353 1.6382 -3.8646
C10 2.5885 0.9235 -4.3341
O11 2.5985 -0.4565 -3.9868
O12 1.1812 1.6564 -2.4740
H17 0.4615 1.2009 -4.3837
H18 1.3701 2.6706 -4.2287
H19 3.4574 1.3484 -3.8308
H20 2.7015 1.0555 -5.4169
H21 1.8797 -0.8935 -4.4536
H22 0.8740 0.7834 -2.1878
C11 0.7202 -4.4922 -1.6444
C12 2.0147 -3.7359 -1.8344
O13 2.5005 -3.1208 -0.6326
O14 -0.3700 -3.5674 -1.5605
H23 0.7947 -5.0487 -0.7048
H24 0.5949 -5.1586 -2.5020
H25 1.8586 -2.9405 -2.5663
H26 2.7890 -4.4074 -2.2086
H27 3.0733 -3.7716 -0.2173
H28 -1.1040 -4.0657 -1.1852
C13 -1.6672 3.5829 -2.0127
C14 -1.9935 2.1582 -2.3621
O15 -3.2982 1.7260 -2.0206
O16 -2.2625 4.5412 -2.8719
H29 -0.5753 3.6891 -2.0224
H30 -1.9819 3.7993 -0.9862
H31 -1.2796 1.4651 -1.8993
H32 -1.8262 1.9971 -3.4364
H33 -3.3377 1.6596 -1.0611
H34 -2.5919 4.0955 -3.6566
C15 5.3415 2.8034 -1.5818
C16 4.9260 1.4656 -1.0630
O17 4.4311 1.5728 0.2550
O18 6.5427 3.2752 -0.9754
H35 4.5339 3.5374 -1.5029
H36 5.5074 2.7157 -2.6676
H37 5.7824 0.7815 -1.0952
H38 4.1692 1.0818 -1.7602
H39 3.6678 0.9913 0.3560
H40 6.3466 4.1098 -0.5433
C17 1.3314 4.2629 0.7108
C18 1.8685 5.6466 1.0438
O19 2.0631 6.4285 -0.1188
O20 0.6993 3.6359 1.8477
H41 2.1741 3.6639 0.3620
H42 0.5748 4.3351 -0.0723
H43 2.8222 5.5608 1.5647
H44 1.1734 6.1483 1.7303
H45 1.2120 6.5654 -0.5460
H46 1.4534 3.3146 2.3516
C19 1.2922 0.1866 0.4691
C20 0.1784 -0.6216 -0.1349
O21 0.3336 -0.8595 -1.5287
O22 2.5494 -0.4688 0.4303
H47 1.0183 0.3819 1.5084
H48 1.3629 1.1620 -0.0252
H49 -0.7419 -0.0963 0.1624
H50 0.1209 -1.5965 0.3669
H51 0.1231 -1.7963 -1.6605
H52 2.5670 -1.1585 -0.2468
C21 1.2646 -2.6512 2.8566
C22 1.2703 -4.0335 2.2468
O23 1.4627 -5.0066 3.2737
O24 0.0767 -2.3790 3.5944
H53 1.2909 -1.9767 1.9941
H54 2.1620 -2.4986 3.4610
H55 2.0285 -4.0732 1.4584
H56 0.2925 -4.2371 1.7914
H57 0.9248 -5.7743 3.0655
H58 -0.1533 -3.2068 4.0297

Atomic partial charges in e from the Mulliken method, atoms 1 to 4: -0.501, -0.749, -0.806, 1.044

--- B ---
Computed, not measured: a 10-piece molecular cluster, C22H58O24S3 overall, with ωB97M-V/def2-TZVPD.

## Properties
frontier orbital gap	9.83	eV
SMILES	O=S1(=O)CCCC1.O=S1(=O)OCCO1.O=S1(=O)OCCO1.OCCO.OCCO.OCCO.OCCO.OCCO.OCCO.OCCO

CARTESIAN COORDINATES (ANGSTROEM)
O1 2.0343 3.5245 -32.9416
S1 1.5644 2.2184 -32.4274
O2 0.2033 1.7921 -32.6321
C1 2.5705 0.8674 -33.0642
C2 3.7405 0.8129 -32.0352
C3 3.1678 0.8331 -30.6389
C4 2.1681 2.0122 -30.6674
H1 2.7661 1.0912 -34.1129
H2 2.0441 -0.0859 -33.1116
H3 4.2360 -0.1491 -32.1666
H4 4.4264 1.6350 -32.2395
H5 3.9649 1.0879 -29.9404
H6 2.7393 -0.0848 -30.2367
H7 2.6925 2.9446 -30.4583
H8 1.2861 1.9749 -30.0281
O3 -3.1426 7.2739 -31.7268
S2 -3.2561 5.8541 -31.7144
O4 -4.6252 5.3158 -31.4261
O5 -2.5303 5.2102 -33.0056
C5 -1.8499 3.9367 -32.6632
C6 -1.3125 4.2628 -31.3278
O6 -2.1578 5.0922 -30.6940
H9 -2.5646 3.1227 -32.7845
H10 -1.0383 3.7750 -33.3727
H11 -0.3950 4.8160 -31.5288
H12 -1.1258 3.2723 -30.9128
O7 5.9786 8.4228 -34.0319
S3 5.4905 7.6660 -35.2026
O8 6.1264 7.9049 -36.5465
O9 5.4640 6.0238 -34.8157
C7 4.1686 5.5682 -34.5028
C8 3.3648 6.8227 -34.3005
O10 3.8113 7.7864 -35.2269
H13 3.6961 5.1221 -35.3779
H14 4.1487 4.7527 -33.7799
H15 3.5160 7.3292 -33.3472
H16 2.2869 6.9330 -34.4193
O11 7.3304 4.0849 -29.4835
C9 8.2433 3.6583 -30.5639
C10 7.7780 2.4412 -31.3063
O12 7.5351 1.2788 -30.4822
H17 7.1388 3.2588 -29.0335
H18 8.6046 4.3947 -31.2817
H19 9.0926 3.3623 -29.9481
H20 8.5645 2.1741 -32.0122
H21 6.9460 2.7103 -31.9570
H22 7.9563 0.5292 -30.9091
O13 -0.4178 1.2068 -37.3829
C11 -0.0188 1.3218 -36.0580
C12 0.0190 -0.1617 -35.5725
O14 1.3066 -0.9394 -35.7761
H23 -1.2411 1.6856 -37.5029
H24 0.9394 1.8400 -36.0199
H25 -0.8242 1.8968 -35.6012
H26 -0.8017 -0.7480 -35.9858
H27 -0.1691 -0.1475 -34.4990
H28 1.1708 -1.7536 -35.2859
O15 -1.4692 0.3965 -28.2656
C13 -0.3858 -0.3037 -27.7126
C14 0.6110 0.8288 -27.0476
O16 1.7832 0.1709 -26.5847
H29 -2.3233 0.1374 -27.9118
H30 -0.8546 -1.0658 -27.0900
H31 0.1807 -0.8285 -28.4818
H32 0.1270 1.2153 -26.1507
H33 1.0824 1.5548 -27.7102
H34 1.6452 -0.6562 -26.1174
O17 1.5620 6.0569 -30.7210
C15 2.9597 5.7095 -30.6556
C16 3.7121 6.9116 -30.1197
O18 3.3582 8.0315 -30.9136
H35 1.3540 6.9566 -30.4584
H36 3.1319 5.0264 -29.8238
H37 3.3149 5.2515 -31.5787
H38 4.7949 6.7895 -30.1468
H39 3.3423 7.1057 -29.1129
H40 4.0623 8.6623 -30.7466
O19 1.6143 -3.0439 -31.9268
C17 1.9907 -4.0625 -31.1342
C18 3.1309 -3.6940 -30.2007
O20 4.3277 -3.4777 -30.9527
H41 2.4965 -2.6720 -31.9973
H42 1.0999 -4.4702 -30.6564
H43 2.3639 -4.8264 -31.8163
H44 3.1258 -4.3573 -29.3358
H45 2.7640 -2.7383 -29.8265
H46 4.9008 -2.9445 -30.3970
O21 3.2429 5.6542 -27.0243
C19 3.9749 4.4343 -26.7899
C20 2.9891 3.2342 -26.6260
O22 3.6557 1.9941 -26.2817
H47 3.5068 6.2905 -26.3556
H48 4.7137 4.2741 -27.5752
H49 4.6310 4.5741 -25.9308
H50 2.4241 3.0258 -27.5345
H51 2.3565 3.4244 -25.7589
H52 3.0854 1.2551 -26.5059
O23 5.5951 -0.0081 -25.8796
C21 5.4884 -1.3488 -26.2694
C22 5.0110 -1.4712 -27.7070
O24 4.8915 -2.8994 -28.0857
H53 4.8240 0.3806 -25.4602
H54 6.4396 -1.8646 -26.1376
H55 4.8778 -1.8849 -25.5428
H56 5.7939 -1.0309 -28.3246
H57 4.0840 -0.9299 -27.8960
H58 4.2474 -3.2719 -27.4791

Atomic partial charges in e from the Mulliken method, atoms 1 to 4: -0.402, 1.153, -0.762, -0.699

Which of them is most stable, and which least? Most stable: A; least stable: B.

--- A ---
Computed, not measured: CH4BClS as an isolated structure, with ωB97M-V/def2-TZVPD.

## Properties
frontier orbital gap	8.41	eV

CARTESIAN COORDINATES (ANGSTROEM)
B1 1.2037 -0.1543 -0.5515
C1 -1.4726 0.3887 0.5145
S1 0.1083 0.8666 0.7437
Cl1 1.7524 -1.3338 0.8332
H1 1.8110 0.8064 -1.1385
H2 0.5180 -0.8240 -1.2907
H3 -1.6300 -0.4280 -0.3317
H4 -2.2908 0.6785 1.2210

Atomic partial charges in e from the Mulliken method, atoms 1 to 4: 0.220, -0.249, 0.056, -0.290

--- B ---
Computed, not measured: a single CH4BClS molecule, with ωB97M-V/def2-TZVPD.

## Properties
frontier orbital gap	8.86	eV
SMILES	BCSCl

CARTESIAN COORDINATES (ANGSTROEM)
B1 -1.2313 0.4739 0.1265
C1 -0.0589 -0.3822 -0.0402
S1 1.6691 0.9135 -0.0370
Cl1 3.0058 -0.6096 0.0876
H1 -2.3564 0.0667 -0.2868
H2 -1.1657 1.5593 0.2972
H3 -0.0936 -0.9736 0.8311
H4 0.2310 -1.0480 -0.9784

Atomic partial charges in e from the Mulliken method, atoms 1 to 4: 0.034, -0.439, -0.004, -0.167

Which of them is most stable, and which least? Most stable: A; least stable: B.